Entry 1:
Entry from the Open Molecules 2025 dataset: a structure of composition C18H27FeI2N4PSe4 (wB97M-V/def2-TZVPD).

- Orbital gap (alpha / beta): 5.917 / 5.844 eV
- E_LUMO (alpha / beta): -0.835 / -0.852 eV
- Multiplicity: 1
- Relative energy (zero: lowest compared OMol25 entry of this formula, charge and spin): 0.000 eV
- Highest occupied orbital energy (alpha / beta): -6.75 / -6.70 eV

Positions of all 57 atoms, in Å:
Fe  -0.6158  -0.3290  0.3725
Se  -1.0773  -1.3744  2.5501
Se  -1.2541  -3.6583  2.0654
Se  -2.9183  -3.4579  0.4782
Se  -1.6951  -2.0773  -1.0007
I  0.4637  2.2060  1.3378
C  1.1670  2.6082  3.3152
I  0.3549  1.3921  4.8341
H  0.8996  3.6376  3.5186
H  2.2437  2.4934  3.2967
C  3.1051  0.8627  -0.9244
C  2.8218  -0.6328  -0.8884
P  1.5739  -1.2374  0.3424
C  2.4553  -0.9523  1.9287
C  3.7589  -1.7064  2.1558
C  1.6471  -3.0565  0.0523
C  2.8923  -3.6573  -0.5910
H  3.8737  1.0827  -1.6672
H  3.4646  1.2324  0.0376
H  2.2174  1.4377  -1.1868
H  3.7468  -1.1767  -0.6869
H  2.5111  -0.9632  -1.8819
H  1.7216  -1.1840  2.7040
H  2.6246  0.1279  1.9957
H  3.5953  -2.7839  2.1785
H  4.1942  -1.4240  3.1155
H  4.5031  -1.4944  1.3862
H  0.7597  -3.2969  -0.5360
H  1.4510  -3.5087  1.0273
H  3.0496  -3.2864  -1.6042
H  2.7743  -4.7394  -0.6643
H  3.8025  -3.4648  -0.0235
N  -3.7046  0.5796  -1.3170
C  -3.7806  0.9355  0.0141
C  -4.9916  1.4430  0.5209
C  -5.0709  1.8287  1.8323
C  -3.9353  1.7092  2.6309
C  -2.7929  1.2169  2.0536
N  -2.6706  0.8410  0.7626
H  -4.6133  0.4345  -1.7352
H  -3.1217  -0.2588  -1.4504
H  -5.8464  1.5041  -0.1389
H  -6.0004  2.2074  2.2370
H  -3.9358  1.9794  3.6765
H  -1.9068  1.1197  2.6623
N  -0.9845  2.6621  -6.3958
C  -0.8660  2.2437  -5.3332
C  -0.7172  1.7197  -4.0046
C  -1.1984  2.4216  -2.9131
C  -1.0535  1.8631  -1.6578
N  -0.4441  0.6931  -1.4284
C  0.0205  0.0298  -2.5035
C  -0.0953  0.4943  -3.7959
H  -1.7078  3.3662  -3.0299
H  -1.4597  2.3704  -0.7941
H  0.4845  -0.9257  -2.3121
H  0.2802  -0.0972  -4.6176

Atoms 1-3, force components in eV/Å:
-0.39 0.37 -0.02
0.27 -0.37 0.07
-0.04 0.18 0.21

Here are the Löwdin charges for atoms 1 to 6, given in e: atom 1 (Fe): -0.377, atom 2 (Se): 0.068, atom 3 (Se): -0.034, atom 4 (Se): -0.026, atom 5 (Se): 0.168, atom 6 (I): 1.092

---

Entry 2:
Entry from the Open Molecules 2025 dataset: a structure of composition C38H32Cl3IrN2O4P2Si at a distorted geometry (wB97M-V/def2-TZVPD).

- Orbital gap (alpha / beta): 6.810 / 4.744 eV
- E_LUMO (alpha / beta): -5.469 / -9.196 eV
- Net charge: +2
- Multiplicity: 5
- Highest occupied orbital energy (alpha / beta): -12.28 / -13.94 eV
- ⟨S²⟩: 6.071

Positions of all 83 atoms, in Å:
Ir  0.5040  -1.6683  0.4623
O  5.8236  -1.4956  -4.5035
C  6.2040  -2.0796  -3.3242
O  7.3437  -2.5176  -3.1811
C  5.2059  -2.1270  -2.2741
C  3.9286  -1.5345  -2.5603
C  3.0030  -1.4911  -1.4504
C  3.3668  -1.9919  -0.1857
C  4.7409  -2.4050  0.0249
C  5.6534  -2.5131  -0.9770
N  2.4621  -1.9519  0.8717
C  2.8161  -2.2515  2.1245
C  1.6918  -2.5269  2.9944
C  1.8610  -3.0079  4.3544
C  0.7963  -3.1305  5.1825
C  -0.4793  -2.9150  4.6573
C  -0.6487  -2.5897  3.2705
N  0.4198  -2.3074  2.4825
H  6.2093  -2.0901  -5.2240
H  3.8037  -1.1720  -3.5635
H  1.9919  -1.0750  -1.6185
H  4.9130  -2.8916  0.9650
H  6.7663  -2.8243  -0.8558
H  3.8794  -2.2999  2.5789
H  2.8980  -3.1791  4.6804
H  0.9195  -3.2711  6.2706
H  -1.2964  -3.1150  5.2730
H  -1.6497  -2.6207  2.8108
O  -1.6006  -1.3352  0.5665
P  -2.2889  -0.2559  -0.2516
C  -1.0664  0.9072  -1.1361
P  0.2622  1.4959  0.0544
O  0.8016  0.4467  0.9623
C  1.4461  2.2875  -1.0355
C  2.7663  1.8085  -1.0734
C  3.6136  2.1177  -2.1375
C  3.2071  3.0109  -3.1808
C  1.9355  3.5497  -3.0984
C  1.0619  3.1646  -2.1060
C  -0.5148  2.7034  1.0619
C  -1.4011  3.6803  0.4649
C  -1.6824  4.8841  1.0826
C  -1.1179  5.1241  2.3562
C  -0.3143  4.2086  2.9507
C  0.0292  2.9922  2.3378
C  -3.0672  0.8781  0.8395
C  -4.1693  1.6277  0.3351
C  -5.0785  2.3435  1.1169
C  -4.9592  2.2086  2.5101
C  -3.9601  1.4864  3.0847
C  -3.0343  0.8151  2.2617
C  -3.4270  -0.8180  -1.5138
C  -4.0239  -2.1016  -1.3959
C  -4.9445  -2.5485  -2.3004
C  -5.4020  -1.7369  -3.3752
C  -4.7633  -0.4941  -3.4757
C  -3.7678  -0.0335  -2.6468
H  -1.5303  1.6960  -1.6484
H  -0.6133  0.2699  -1.9149
H  3.2313  1.2070  -0.2645
H  4.6808  1.8572  -2.0220
H  3.8971  3.1416  -4.0318
H  1.7584  4.3834  -3.7291
H  0.1696  3.7453  -2.0788
H  -1.9067  3.4295  -0.4785
H  -2.3302  5.6107  0.6453
H  -1.5013  5.9788  2.9245
H  0.1147  4.3860  3.9639
H  0.6969  2.2366  2.7481
H  -4.2646  1.8931  -0.7442
H  -5.7223  3.1106  0.7328
H  -5.5690  2.7900  3.1736
H  -3.8432  1.4429  4.1645
H  -2.2678  0.1953  2.7248
H  -3.6126  -2.8331  -0.6490
H  -5.4416  -3.5083  -2.2023
H  -6.2381  -1.9685  -4.0541
H  -5.1089  0.2190  -4.2014
H  -3.4353  0.9779  -2.6753
Cl  -0.8193  -4.9877  0.6530
Si  0.4133  -3.8247  -0.5285
Cl  2.0611  -5.1658  -0.6780
Cl  -0.4865  -3.6567  -2.3735

Atoms 1-3, force components in eV/Å:
-0.92 -0.33 1.36
0.10 -1.87 -0.52
3.27 -0.64 -1.49

Here are the Löwdin charges for atoms 1 to 6, given in e: atom 1 (Ir): 1.215, atom 2 (O): 0.078, atom 3 (C): -0.450, atom 4 (O): 0.140, atom 5 (C): -0.083, atom 6 (C): 0.087

---

Entry 3:
Entry from the Open Molecules 2025 dataset: a cluster of 2 separate species, C14H24O5 in total (wB97M-V/def2-TZVPD).

- Orbital gap: 10.630 eV
- E_LUMO: 0.599 eV
- Multiplicity: 1
- Highest occupied orbital energy: -10.03 eV

Positions of all 43 atoms, in Å:
C  3.1507  2.9397  1.4325
C  2.6126  2.1785  0.6791
C  1.8716  1.2353  -0.1527
C  1.0211  1.9522  -1.2182
C  1.9332  2.4758  -2.3268
C  0.1910  3.1134  -0.6667
C  -0.5473  2.8712  0.6521
O  -1.9788  2.9702  0.5219
C  -2.5649  2.1463  -0.4092
O  -2.8284  2.5712  -1.4994
C  -2.9424  0.7538  0.0256
C  -2.0372  0.0559  1.0379
O  0.0389  1.0340  -1.7865
C  0.3938  -0.2337  -2.0210
O  -0.3490  -1.1553  -1.8394
H  3.7245  3.5859  2.0527
H  2.5869  0.5611  -0.6274
H  1.2289  0.6346  0.4930
H  2.4983  3.3245  -1.9443
H  2.6677  1.7221  -2.6122
H  1.3453  2.7901  -3.1857
H  0.8526  3.9711  -0.5632
H  -0.5288  3.3777  -1.4413
H  -0.2799  3.6360  1.3752
H  -0.2897  1.9171  1.1024
H  -3.9525  0.8025  0.4396
H  -2.9944  0.1670  -0.8893
H  -1.0202  -0.0132  0.6662
H  -2.4124  -0.9460  1.2205
H  -2.0090  0.5973  1.9837
H  1.4092  -0.3858  -2.4149
C  1.0350  -3.5418  0.7561
C  -0.1494  -4.1069  1.5250
C  -0.6815  -5.3755  0.8775
O  -1.1847  -3.1321  1.6431
H  0.7327  -3.2780  -0.2598
H  1.4051  -2.6372  1.2420
H  1.8500  -4.2654  0.7000
H  0.1534  -4.3220  2.5515
H  -1.0293  -5.1620  -0.1371
H  -1.5247  -5.7687  1.4452
H  0.0896  -6.1450  0.8197
H  -1.4874  -2.9158  0.7522

Atoms 1-3, force components in eV/Å:
0.24 -0.06 -0.20
-0.13 0.05 0.27
-0.12 0.08 0.08

Here are the Löwdin charges for atoms 1 to 6, given in e: atom 1 (C): 0.140, atom 2 (C): -0.124, atom 3 (C): -0.138, atom 4 (C): -0.479, atom 5 (C): -0.005, atom 6 (C): -0.082

---

Entry 4:
Entry from the Open Molecules 2025 dataset: a cluster of 9 separate species, C50H55ClN2OP in total at a distorted geometry (wB97M-V/def2-TZVPD).

- Orbital gap: 4.717 eV
- E_LUMO: 1.753 eV
- Net charge: -1
- Multiplicity: 1
- Highest occupied orbital energy: -2.96 eV

Positions of all 110 atoms, in Å:
C  -1.2270  -7.8169  3.1547
C  -1.4084  -6.3984  3.6750
N  -0.1093  -5.8441  4.1207
N  0.0646  -6.3779  5.4765
P  1.6112  -6.4037  5.8591
O  2.1947  -7.8803  5.2765
Cl  1.3387  -6.9168  7.9194
H  -2.1811  -8.3414  3.1265
H  -0.8345  -7.7965  2.1420
H  -0.5658  -8.3296  3.8369
H  -1.9066  -5.7395  2.9678
H  -1.9989  -6.4408  4.5776
H  0.5824  -6.2348  3.4857
H  1.4814  -8.5439  5.3106
C  -0.2334  -2.8913  0.6432
C  -0.8309  -2.2040  -0.4052
C  -2.1723  -1.8566  -0.3281
C  -2.9092  -2.1892  0.8010
C  -2.3068  -2.8706  1.8502
C  -0.9675  -3.2254  1.7716
H  0.8127  -3.1665  0.5852
H  -0.2519  -1.9401  -1.2819
H  -2.6440  -1.3263  -1.1468
H  -3.9554  -1.9144  0.8629
H  -2.8793  -3.1274  2.7322
H  -0.4987  -3.7657  2.5907
C  4.6835  -1.0138  3.6757
C  4.8608  -0.1493  2.6034
C  3.8840  -0.0526  1.6225
C  2.7269  -0.8148  1.7184
C  2.5522  -1.6786  2.7903
C  3.5322  -1.7830  3.7676
H  5.4472  -1.0904  4.4393
H  5.7591  0.4524  2.5349
H  4.0214  0.6200  0.7844
H  1.9596  -0.7372  0.9578
H  1.6511  -2.2732  2.8666
H  3.3948  -2.4635  4.5980
C  -4.7813  1.1195  0.5165
C  -5.3826  1.8078  -0.5278
C  -6.7230  2.1579  -0.4483
C  -7.4598  1.8245  0.6792
C  -6.8582  1.1384  1.7248
C  -5.5195  0.7832  1.6423
H  -3.7366  0.8425  0.4544
H  -4.8054  2.0710  -1.4049
H  -7.1939  2.6905  -1.2649
H  -8.5056  2.0982  0.7414
H  -7.4330  0.8798  2.6049
H  -5.0496  0.2441  2.4548
C  2.7337  1.6793  4.8208
C  2.1232  2.9018  4.5779
C  1.9437  3.8089  5.6130
C  2.3796  3.4954  6.8926
C  2.9909  2.2735  7.1361
C  3.1648  1.3651  6.1012
H  2.8677  0.9737  4.0154
H  1.7866  3.1468  3.5785
H  1.4625  4.7602  5.4231
H  2.2413  4.2028  7.7005
H  3.3298  2.0275  8.1344
H  3.6350  0.4089  6.2913
C  7.6323  1.7436  -1.0946
C  7.7993  2.6066  -2.1691
C  6.8126  2.7054  -3.1402
C  5.6556  1.9466  -3.0332
C  5.4885  1.0855  -1.9583
C  6.4776  0.9815  -0.9908
H  8.4021  1.6648  -0.3379
H  8.6995  3.2027  -2.2496
H  6.9444  3.3735  -3.9819
H  4.8849  2.0257  -3.7894
H  4.5860  0.4934  -1.8737
H  6.3464  0.3049  -0.1559
C  -12.1988  4.2706  2.7501
C  -12.4242  5.6375  2.6743
C  -11.4094  6.4862  2.2552
C  -10.1710  5.9671  1.9058
C  -9.9464  4.5999  1.9790
C  -10.9591  3.7522  2.4042
H  -12.9893  3.6089  3.0797
H  -13.3916  6.0420  2.9428
H  -11.5839  7.5531  2.2011
H  -9.3801  6.6282  1.5762
H  -8.9803  4.1956  1.7066
H  -10.7820  2.6859  2.4665
C  7.1983  1.2840  -6.6196
C  7.3621  2.1459  -7.6948
C  6.3721  2.2454  -8.6626
C  5.2151  1.4876  -8.5508
C  5.0510  0.6275  -7.4739
C  6.0436  0.5228  -6.5105
H  7.9694  1.2058  -5.8642
H  8.2621  2.7415  -7.7784
H  6.5018  2.9145  -9.5035
H  4.4409  1.5680  -9.3035
H  4.1472  0.0379  -7.3836
H  5.9162  -0.1496  -5.6721
C  -1.0107  -1.5428  -7.2208
C  -1.2251  -0.1730  -7.2783
C  -0.2039  0.6730  -7.6859
C  1.0298  0.1478  -8.0423
C  1.2435  -1.2221  -7.9880
C  0.2241  -2.0674  -7.5743
H  -1.8061  -2.2020  -6.8985
H  -2.1886  0.2355  -7.0028
H  -0.3686  1.7420  -7.7241
H  1.8263  0.8083  -8.3617
H  2.2061  -1.6319  -8.2672
H  0.3922  -3.1353  -7.5261

Atoms 1-3, force components in eV/Å:
-0.72 0.42 -0.25
0.79 -0.18 0.44
-0.93 0.44 -0.18

Here are the Löwdin charges for atoms 1 to 6, given in e: atom 1 (C): -0.120, atom 2 (C): -0.320, atom 3 (N): -0.228, atom 4 (N): -0.442, atom 5 (P): 0.288, atom 6 (O): -0.460

---

Entry 5:
Entry from the Open Molecules 2025 dataset: a cluster of 7 separate species, C19H32O17 in total at a distorted geometry (wB97M-V/def2-TZVPD).

- Orbital gap: 10.109 eV
- E_LUMO: 0.002 eV
- Multiplicity: 1
- Relative energy (zero: lowest compared OMol25 entry of this formula, charge and spin): 1.470 eV
- Highest occupied orbital energy: -10.11 eV

Positions of all 68 atoms, in Å:
C  -6.6911  -3.0167  10.8643
C  -6.8101  -4.4374  10.9691
O  -7.9602  -4.4646  11.8465
C  -8.5918  -3.2802  11.8884
O  -9.7266  -3.1316  12.3658
O  -7.8605  -2.3749  11.3120
H  -6.3259  -2.5401  9.9546
H  -5.7969  -2.8252  11.4575
H  -5.8942  -4.8368  11.4045
H  -7.0077  -5.0311  10.0765
C  -4.6640  -11.8623  13.1159
C  -5.5254  -12.6232  14.1013
O  -6.7764  -11.8732  14.1602
C  -6.7108  -10.9096  13.2413
O  -7.6688  -10.3367  12.7253
O  -5.5625  -10.9776  12.5066
H  -4.3408  -12.5913  12.3728
H  -3.8158  -11.2848  13.4836
H  -5.1253  -12.7309  15.1095
H  -5.6378  -13.5920  13.6145
C  -16.1711  -7.3669  2.5684
C  -16.0391  -7.0665  4.0195
O  -17.1138  -7.8155  4.5879
C  -17.9791  -8.1172  3.5545
O  -18.9652  -8.8232  3.6407
O  -17.4986  -7.6019  2.3977
H  -15.6503  -8.3092  2.3986
H  -15.8470  -6.4484  2.0791
H  -16.0692  -5.9844  4.1468
H  -15.1958  -7.4839  4.5696
C  -9.1011  -8.4707  4.8010
C  -9.0079  -8.0273  6.2222
O  -7.7053  -8.5133  6.5341
C  -7.0907  -9.0340  5.3979
O  -6.0766  -9.6754  5.4245
O  -7.7730  -8.7131  4.3605
H  -9.7499  -7.8500  4.1831
H  -9.7104  -9.3734  4.7554
H  -9.8864  -8.4182  6.7357
H  -8.9376  -6.9456  6.3368
C  -15.5341  -13.1958  13.8234
C  -16.7556  -12.9757  12.9814
O  -17.4201  -12.0157  13.8775
C  -16.5015  -11.3573  14.5782
O  -16.6539  -10.2584  15.1848
O  -15.3650  -11.9977  14.5069
H  -14.6974  -13.5064  13.1977
H  -15.6208  -13.9934  14.5612
H  -17.3643  -13.8764  12.9015
H  -16.5740  -12.5659  11.9878
C  -15.9469  -7.1288  10.6828
C  -14.4227  -7.0628  10.9924
O  -13.6629  -8.2298  10.4540
H  -16.1870  -6.9439  9.6358
H  -16.4806  -6.3730  11.2590
H  -16.3634  -8.1147  10.8892
H  -14.3520  -7.1262  12.0783
H  -13.9437  -6.1523  10.6324
H  -12.7881  -8.2398  10.8492
C  -21.9505  -10.1744  8.9726
C  -21.8444  -10.8241  10.3689
O  -22.9900  -11.6106  10.7970
H  -21.2067  -9.3973  8.7964
H  -22.8544  -9.5658  8.9990
H  -21.9998  -10.8458  8.1153
H  -21.7248  -10.0272  11.1029
H  -20.8807  -11.3090  10.5252
H  -22.6265  -12.3848  11.2330

Atoms 1-3, force components in eV/Å:
3.43 3.57 -1.13
-1.31 -2.20 0.00
0.06 -1.73 0.50

Here are the Löwdin charges for atoms 1 to 6, given in e: atom 1 (C): -0.175, atom 2 (C): -0.118, atom 3 (O): 0.078, atom 4 (C): -0.568, atom 5 (O): 0.112, atom 6 (O): 0.123

---

Electronic energy for every record listed, in sequence, given in hartree: -12727.345045, -4334.409219, -923.973272, -2924.588558, -2022.133543.